1.
The following is a DFT calculation (ωB97M-V/def2-TZVPD) of an isolated molecule of C3H6N2S at a distorted geometry.

```
! wB97M-V def2-TZVPD RIJCOSX def2/J DEFGRID3
* xyz 0 1
N -2.7079 -0.3051 -0.5076
C -1.4098 0.3887 -0.0576
C -0.1846 -0.2583 0.2283
C 1.0120 0.5336 0.1093
N 2.0275 -0.2913 -0.1902
S 3.7993 0.0048 -0.3252
H -3.5029 0.1548 -0.5227
H -2.7802 -1.1785 0.0268
H -1.4058 1.5617 -0.1016
H -0.0203 -1.2695 0.4887
H 0.9721 1.7603 0.1913
H 4.2006 -1.1013 0.6605
*
```

Results
HOMO level: -8.1 eV
frontier orbital gap: 8.49 eV
SMILES string: N/C=C/C=N/S
relative energy (zero: lowest compared OMol25 entry of this formula, charge and spin): 4.109 eV

2.
The following is a DFT calculation (ωB97M-V/def2-TZVPD) of an isolated molecule of C3H6N2S at a distorted geometry.

```
! wB97M-V def2-TZVPD RIJCOSX def2/J DEFGRID3
* xyz 0 1
C 0.4637 -0.5185 0.1382
C -0.8849 -1.1674 0.1413
C -0.8907 1.3548 -0.0619
N 1.9153 1.3303 -0.1764
N 0.4665 0.9413 -0.0645
S -2.0359 0.2441 0.3363
H 0.8849 -0.8387 1.0794
H 1.0110 -0.7445 -0.8676
H -1.1250 -1.5282 -0.8987
H -1.0351 -1.9150 0.9094
H -1.1862 2.3795 -0.3392
H 2.4162 0.4623 -0.1963
*
```

Results
HOMO level (spin up / spin down): -7.1 / -7.3 eV
frontier orbital gap (spin up / spin down): 7.42 / 7.61 eV
relative energy (zero: lowest compared OMol25 entry of this formula, charge and spin): 4.931 eV

3.
The following is a DFT calculation (ωB97M-V/def2-TZVPD) of an isolated molecule of C3H6N2S at a distorted geometry.

```
! wB97M-V def2-TZVPD RIJCOSX def2/J DEFGRID3
* xyz 0 1
C -0.9526 2.1789 0.0258
C 0.0180 1.2925 -0.0593
C -0.1028 -0.2347 -0.0576
S -1.4512 -1.1419 0.0209
N 1.1772 -0.7983 -0.0663
N 2.3814 -0.1602 0.0857
H -1.9753 1.7910 0.1619
H -0.8485 3.2183 0.0040
H 1.0778 1.5843 -0.2279
H 1.3385 -1.7792 -0.0926
H 2.3773 0.3464 0.9545
H 2.5632 0.3991 -0.7234
*
```

Results
HOMO level: -8.5 eV
frontier orbital gap: 8.50 eV
SMILES string: C=CC(=S)NN
relative energy (zero: lowest compared OMol25 entry of this formula, charge and spin): 2.250 eV

4.
The following is a DFT calculation (ωB97M-V/def2-TZVPD) of an isolated molecule of C3H6N2S at a distorted geometry.

```
! wB97M-V def2-TZVPD RIJCOSX def2/J DEFGRID3
* xyz 0 1
N 0.7702 2.5123 -0.7652
C 0.4643 1.5508 -0.2728
C 0.3743 0.2124 0.4029
N 1.6139 -0.4110 0.1811
C -0.7291 -0.6386 -0.2106
S -2.4341 0.0184 -0.0062
H 0.1236 0.3519 1.4607
H 1.6438 -0.5013 -0.9149
H 2.3781 0.1739 0.5650
H -0.3817 -0.8027 -1.2688
H -0.6132 -1.5374 0.2304
H -3.2100 -0.9286 0.5984
*
```

Results
HOMO level: -9.7 eV
frontier orbital gap: 10.34 eV
SMILES string: N#C[C@H](N)CS
relative energy (zero: lowest compared OMol25 entry of this formula, charge and spin): 1.655 eV

5.
The following is a DFT calculation (ωB97M-V/def2-TZVPD) of an isolated molecule of C3H6N2S at a distorted geometry.

```
! wB97M-V def2-TZVPD RIJCOSX def2/J DEFGRID3
* xyz 0 3
C 1.3920 0.0961 0.3421
C 0.5909 1.0138 -0.3780
C -0.1492 -1.4906 -0.4737
N 1.0292 -1.1298 0.2611
N -1.9178 -0.0595 0.8933
S -1.2767 0.0234 -0.4874
H 2.0681 0.1946 1.1342
H 0.3165 1.9431 0.1292
H 0.6438 1.0105 -1.5434
H 0.1952 -1.4985 -1.4832
H -0.5668 -2.4129 -0.2009
H -2.6281 0.5751 1.1912
*
```

Results
HOMO level (spin up / spin down): -5.5 / -8.9 eV
frontier orbital gap (spin up / spin down): 6.19 / 7.00 eV
relative energy (zero: lowest compared OMol25 entry of this formula, charge and spin): 2.249 eV
expectation value of S²: 2.016

6.
The following is a DFT calculation (ωB97M-V/def2-TZVPD) of an isolated molecule of C3H6N2S2 at a distorted geometry.

```
! wB97M-V def2-TZVPD RIJCOSX def2/J DEFGRID3
* xyz 0 1
C -1.1013 0.6392 -1.0369
C -0.5891 0.5502 0.4019
C -0.2084 -0.9141 0.8283
N 1.0273 -1.2703 0.1742
N 1.9298 -0.3322 0.0578
S 3.2684 -0.3689 -0.8289
S 1.3019 1.2984 0.5945
H -1.5246 -0.3356 -1.4148
H -0.2802 0.9627 -1.7370
H -1.9963 1.3429 -0.9652
H -0.9394 1.0579 1.2948
H 0.0385 -0.9183 1.9208
H -0.9267 -1.7119 0.7104
*
```

Results
HOMO level: -8.5 eV
frontier orbital gap: 8.02 eV
SMILES string: C[C@H]1CN=[N+]([S-])S1
relative energy (zero: lowest compared OMol25 entry of this formula, charge and spin): 3.495 eV

7.
The following is a DFT calculation (ωB97M-V/def2-TZVPD) of an isolated molecule of C3H6N2S2 at a distorted geometry.

```
! wB97M-V def2-TZVPD RIJCOSX def2/J DEFGRID3
* xyz 0 1
H 2.0094 -0.1683 -1.5715
N 1.5869 -0.1792 -0.4600
C 0.3035 0.1153 -0.5937
N -0.4559 0.2349 -1.8930
S -1.8553 -0.7302 -1.5316
C -0.2923 0.6873 0.7090
C 0.1459 0.1754 2.0451
S -1.5263 1.7314 0.3946
H 0.0299 0.0296 -2.6769
H -0.9200 -1.9067 -1.7012
H 1.2139 0.2322 2.0649
H -0.1076 -0.9404 2.1906
H -0.1321 0.7186 3.0238
*
```

Results
HOMO level: -8.6 eV
frontier orbital gap: 7.85 eV
SMILES string: [H]/N=C(\NS)C(C)=S
relative energy (zero: lowest compared OMol25 entry of this formula, charge and spin): 3.550 eV

8.
The following is a DFT calculation (ωB97M-V/def2-TZVPD) of a cluster of 2 separate species, C3H6N2S2 in total at a distorted geometry.

```
! wB97M-V def2-TZVPD RIJCOSX def2/J DEFGRID3
* xyz 0 1
C -0.1019 -2.0924 -0.0679
C -0.4246 -0.6647 -0.5740
C 0.0213 1.6559 0.1389
H 1.0981 -2.0884 0.1853
H -0.3510 -2.6502 -1.0356
H -0.6791 -2.4001 0.8320
H -0.0598 0.7361 3.0719
H -0.1232 1.9605 -1.0773
H 0.2074 3.4065 0.7840
N 0.1010 0.3181 0.2651
N 0.4603 2.4179 1.1085
S -1.1994 -0.3236 -1.9110
S 1.1375 -0.3957 1.3263
*
```

Results
HOMO level: -8.8 eV
frontier orbital gap: 6.71 eV
relative energy (zero: lowest compared OMol25 entry of this formula, charge and spin): 6.619 eV